Below is a cluster of 40 separate species, H80O40 in total at a distorted geometry, with properties calculated with the ωB97M-V functional and the def2-TZVPD basis.

Output
charge: 0
energy above the lowest of the compared OMol25 structures with the same formula, charge and spin: 1642.1 kJ/mol
F_max: 17.986 eV Å⁻¹
orbital gap: 10.031 eV

Atoms and positions in Å:
1 H -4.70 0.35 2.45
2 H -5.87 -0.72 2.43
3 O -4.91 -0.61 2.03
4 H -5.09 1.77 -3.11
5 H -4.31 2.08 -1.88
6 O -4.44 2.30 -2.66
7 H -0.45 -4.70 1.95
8 H -0.18 -3.25 2.24
9 O -0.27 -3.93 1.35
10 H 0.44 -1.88 3.86
11 H -1.07 -1.76 3.58
12 O -0.28 -2.21 3.17
13 H -1.99 -1.27 -3.00
14 H -1.33 -0.26 -3.84
15 O -1.31 -1.24 -3.65
16 H -3.43 -0.34 -5.28
17 O -4.02 -0.08 -4.45
18 H 1.75 1.08 1.25
19 O 2.06 1.56 1.97
20 H 2.50 3.99 4.22
21 H 3.36 3.18 5.10
22 O 2.40 3.31 4.99
23 H -0.95 2.98 4.12
24 H -2.24 3.64 3.88
25 O -1.87 2.94 4.46
26 H 4.26 0.99 -0.82
27 H 2.93 1.98 -0.72
28 O 3.68 1.51 -0.36
29 H 3.66 5.61 -1.08
30 H 3.81 4.06 -1.58
31 O 3.24 4.91 -1.64
32 H -0.40 0.51 3.75
33 O -1.25 0.03 3.82
34 H 3.64 2.97 3.36
35 H 3.23 3.00 2.04
36 O 3.90 3.40 2.51
37 H -1.71 -3.57 -3.01
38 H -2.71 -3.98 -1.90
39 O -2.35 -3.34 -2.39
40 H -0.08 2.18 0.79
41 H -1.33 1.22 0.87
42 O -1.06 2.09 1.05
43 H -2.66 4.07 1.74
44 H -3.91 3.39 2.17
45 O -3.31 4.23 2.34
46 H 4.58 -1.98 -3.05
47 H 4.23 -3.45 -2.90
48 O 4.83 -2.87 -2.89
49 H -2.67 2.89 -0.48
50 H -2.64 1.53 -1.19
51 O -2.37 2.43 -1.35
52 H 4.29 -3.61 -0.09
53 O 4.24 -4.55 0.09
54 H 0.30 4.75 -0.16
55 H -1.03 4.56 0.73
56 O -0.61 4.48 -0.14
57 H -2.86 -4.31 1.43
58 O -2.57 -4.61 0.56
59 H 3.61 -1.62 0.35
60 H 3.41 -1.45 -1.35
61 O 4.03 -1.75 -0.51
62 H -1.70 -1.11 0.88
63 H -1.07 -1.22 -0.48
64 O -1.64 -0.72 0.09
65 H 1.21 -4.89 -1.78
66 H 0.73 -5.96 -2.62
67 O 1.33 -5.26 -2.68
68 H 1.35 -2.93 -1.01
69 H 1.37 -2.62 -2.45
70 O 1.50 -2.41 -1.58
71 H 2.46 4.99 1.35
72 H 1.55 6.16 1.24
73 O 1.60 5.22 0.92
74 H 0.76 0.89 -4.41
75 H 0.73 1.61 -2.92
76 O 1.23 1.36 -3.78
77 H 2.47 -2.18 2.67
78 H 2.88 -1.11 3.50
79 O 2.51 -1.28 2.61
80 H 1.01 0.57 5.87
81 H 1.37 1.26 4.56
82 O 1.64 0.61 5.19
83 H 0.72 3.32 3.08
84 H 0.19 3.56 1.54
85 O 0.03 3.69 2.56
86 H 0.47 3.35 -1.67
87 H -0.70 2.58 -0.94
88 O 0.14 2.61 -1.35
89 H 5.82 1.46 2.38
90 O 5.44 0.71 3.04
91 H 3.34 1.58 -4.92
92 H 2.81 0.17 -5.23
93 O 3.58 0.64 -5.30
94 H 3.91 -4.95 -0.74
95 H -4.53 -0.83 -4.17
96 H -1.97 -3.71 0.50
97 H 2.78 1.00 2.31
98 H -1.86 0.68 3.75
99 H 5.39 -0.09 2.49
100 O 2.31 -4.27 4.12
101 H 2.59 -4.69 3.33
102 H 2.31 -3.33 3.94
103 O -0.72 -6.29 -0.95
104 H -1.73 -6.28 -0.90
105 H -0.43 -5.64 -0.35
106 O -0.49 -0.42 -5.89
107 H -0.38 -0.53 -4.98
108 H -1.21 0.14 -6.13
109 O -5.30 0.57 -1.00
110 H -5.81 0.44 -1.87
111 H -4.82 -0.19 -0.48
112 O -4.71 -2.09 -0.37
113 H -4.48 -2.28 -1.28
114 H -4.64 -2.94 0.08
115 O -4.73 2.70 0.48
116 H -4.97 1.75 0.38
117 H -4.82 3.07 -0.37
118 O -0.44 -3.39 -4.97
119 H 0.27 -3.15 -5.67
120 H -0.78 -2.53 -4.81